--- 1 ---
Entry from the OMol25 dataset: 3 unconnected molecules or ions with the total composition C4H12NO (wB97M-V/def2-TZVPD).

Results
Orbital gap, eV: 5.0

ORCA input file:
```
! RIJCOSX wB97M-V def2-TZVPD def2/J DEFGRID3
* xyz 1 1
C -2.2992 0.3175 0.5545
C -1.2630 0.9805 -0.3917
C -0.3739 0.1595 -1.1709
C 0.4560 0.4231 -2.2214
N 1.8954 -2.1597 0.8770
H -2.5857 0.8728 1.4806
H -3.2412 0.0861 -0.0005
H -1.5107 1.9536 -0.7056
H -1.7569 -0.5732 1.0265
H -0.4362 -0.9748 -0.9769
H 1.1205 -0.3650 -2.4861
H 0.3108 1.3341 -2.7751
H 2.0365 -1.6675 1.8015
H 2.7567 -2.6237 0.5248
H 1.6960 -1.2818 0.3486
H 0.5169 1.1525 0.8163
H 1.4263 1.5003 1.9683
O 1.2518 0.8657 1.3302
*
```

--- 2 ---
Entry from the OMol25 dataset: 2 unconnected molecules or ions with the total composition C4H12NO (wB97M-V/def2-TZVPD).

Results
Orbital gap, eV: 11.4

ORCA input file:
```
! RIJCOSX wB97M-V def2-TZVPD def2/J DEFGRID3
* xyz 1 1
C 0.5800 -1.5322 -1.9405
C 0.3104 -0.3697 -0.9497
C -0.9317 -0.6388 -0.1496
C -0.7915 1.5530 0.9385
N -1.4759 0.5616 0.5326
H 1.2764 -2.2975 -1.6055
H -0.3542 -2.0812 -2.0901
H 0.8481 -1.1459 -2.9170
H 1.2085 -0.1764 -0.3780
H 0.0553 0.4687 -1.6028
H -1.7638 -0.9915 -0.7481
H -0.8126 -1.3543 0.6655
H 0.1626 1.7306 0.4725
H -1.1681 2.1869 1.7280
H -2.3854 0.4145 0.9627
H 2.0710 0.7033 1.9087
H 1.8327 1.8460 2.7931
O 1.3381 1.1230 2.3797
*
```

In terms of stability, 2 leads; the second structure lies 76.2 kcal/mol higher.